1.
One molecule with the formula C4H7NO2 at a distorted geometry. Source: the Open Molecules 2025 dataset; level of theory: the ωB97M-V functional and the def2-TZVPD basis.

Its SMILES is C=C/C(=N/O)OC. As for the lowest unoccupied orbital energy: 0.92 eV. For the HOMO-LUMO gap, the calculation gives 9.75 eV. The calculation puts the relative energy (zero: lowest compared OMol25 entry of this formula, charge and spin) at 88.3 kcal per mole.

The geometry in XYZ format:
```
14
Properties=species:S:1:pos:R:3:forces:R:3:lowdin_charge:R:1
O -0.8012 0.4273 -0.9227 -0.081 -0.218 0.021 -0.079
O -0.6337 0.7607 1.6562 -1.132 0.839 0.382 -0.052
N 0.3108 -0.0202 1.0741 1.328 -0.798 -0.123 0.038
C 1.4999 -2.1634 -0.2155 0.366 -1.483 -0.788 0.009
C 0.1303 -0.1770 -0.1685 0.075 -0.094 -0.941 -0.419
C -1.1130 1.8151 -0.6891 1.166 -0.136 -0.868 -0.053
C 0.9242 -1.1948 -0.9188 -0.184 0.037 0.464 -0.091
H -1.4944 2.0618 -1.6990 -0.203 0.550 0.966 0.100
H -0.1414 2.3566 -0.5082 -1.058 -0.291 -0.088 0.111
H -0.2503 0.9917 2.4962 0.145 0.022 0.523 0.098
H 1.4265 -2.1537 0.8828 0.117 -0.188 -0.702 0.066
H 0.9332 -1.1608 -2.0199 -0.121 0.077 0.729 0.112
H -1.7765 1.9133 0.1701 -0.097 0.304 -0.530 0.078
H 1.9580 -3.0521 -0.7570 -0.321 1.379 0.955 0.081
```
Positions in Å, forces in eV/Å.

=====

2.
C3H5PS as an isolated structure at a distorted geometry. Source: the Open Molecules 2025 dataset; level of theory: the ωB97M-V functional and the def2-TZVPD basis.

As for the lowest unoccupied orbital energy (alpha / beta): -0.85 / -0.85 eV. For the HOMO-LUMO gap (alpha / beta), the calculation gives 7.97 / 7.97 eV. The calculation puts the relative energy (zero: lowest compared OMol25 entry of this formula, charge and spin) at 84.1 kcal per mole.

The geometry in XYZ format:
```
10
Properties=species:S:1:pos:R:3:forces:R:3:lowdin_charge:R:1
S 0.9518 -0.1652 2.3800 -1.056 0.815 -1.794 0.667
P -0.5885 0.0666 -1.8140 0.415 0.526 -0.040 0.825
C -0.0243 -0.3287 -0.1007 -1.786 0.391 0.049 -0.614
C -0.5328 0.7156 0.8825 0.941 -2.782 2.242 -0.166
C 0.8669 0.5523 0.6941 0.297 0.698 1.127 -0.708
H 1.5113 1.3403 0.4506 1.175 0.605 -0.716 0.080
H 0.4571 -0.6919 -2.2858 0.743 -0.220 -0.904 -0.123
H 0.0305 -1.3705 0.1439 -0.176 -0.397 0.276 0.070
H -1.2156 0.8949 1.7139 -0.294 0.456 -0.715 0.083
H -1.4564 -1.0133 -2.0646 -0.260 -0.094 0.475 -0.113
```
Positions in Å, forces in eV/Å.

=====

3.
One molecule with the formula C6H11N at a distorted geometry. Source: the Open Molecules 2025 dataset; level of theory: the ωB97M-V functional and the def2-TZVPD basis.

Its SMILES is C=C/C=C/CCN. As for the lowest unoccupied orbital energy: 0.94 eV. For the HOMO-LUMO gap, the calculation gives 9.98 eV. The calculation puts the relative energy (zero: lowest compared OMol25 entry of this formula, charge and spin) at 50.1 kcal per mole.

The geometry in XYZ format:
```
18
Properties=species:S:1:pos:R:3:forces:R:3:lowdin_charge:R:1
N -0.5262 -1.8060 1.7944 0.256 0.569 -0.159 -0.010
C -1.1111 1.6946 -2.7069 -0.763 -0.476 0.926 0.007
C -1.1094 1.1909 -1.4579 1.692 1.788 -1.397 -0.185
C 0.5548 0.7443 0.2958 0.573 -0.108 -1.201 -0.128
C 0.8596 -1.6204 1.2993 -0.133 -0.356 1.585 -0.292
C -0.0570 0.3471 -0.8306 -1.810 -0.781 1.352 -0.119
C 1.3275 -0.1590 1.2029 -0.099 -0.414 -0.681 -0.210
H 2.3409 -0.1935 0.8118 0.439 0.078 0.223 0.109
H -0.8848 -0.8891 2.0536 -0.147 -0.296 0.009 0.061
H -1.8464 2.4691 -2.8928 0.019 -0.060 -0.327 0.047
H 1.5097 -2.0013 2.0963 0.039 -0.260 -0.108 0.092
H 0.7033 1.8118 0.4392 -0.476 0.060 0.327 0.109
H 1.3807 0.2650 2.2171 -0.078 -0.128 -0.276 0.115
H -0.1973 -0.7282 -0.9979 0.463 0.205 -0.097 0.104
H -0.5020 1.3793 -3.5397 0.245 -0.146 0.090 0.052
H -1.7275 1.7571 -0.7763 -0.355 -0.341 0.284 0.089
H -1.1465 -2.1660 1.0812 0.084 0.098 -0.073 0.053
H 1.0357 -2.3131 0.4772 0.052 0.568 -0.476 0.106
```
Positions in Å, forces in eV/Å.

=====

4.
A 2-piece molecular cluster, CH3N2O2 overall at a distorted geometry. Source: the Open Molecules 2025 dataset; level of theory: the ωB97M-V functional and the def2-TZVPD basis.

As for the lowest unoccupied orbital energy: 3.03 eV. For the HOMO-LUMO gap, the calculation gives 6.53 eV. The net charge is -1. The calculation puts the relative energy (zero: lowest compared OMol25 entry of this formula, charge and spin) at 76.8 kcal per mole.

The geometry in XYZ format:
```
8
Properties=species:S:1:pos:R:3:forces:R:3:lowdin_charge:R:1
O -3.3406 -0.1970 -0.0359 1.143 -0.630 0.122 -0.123
O 2.2652 -1.4545 0.1340 0.634 -0.397 0.115 -0.152
N -2.5263 -1.0847 0.1031 0.654 0.862 -0.078 -0.003
N 0.7440 0.1955 0.5064 -2.654 3.361 2.293 -0.085
C 1.3136 -0.7365 -0.1537 -2.017 -0.390 -3.378 -0.785
H -1.4779 -0.6935 0.1085 -1.633 -0.291 0.012 0.050
H 0.7422 -0.8675 -1.2252 1.100 -0.448 0.922 0.080
H -0.1433 0.7651 0.1554 2.773 -2.067 -0.007 0.017
```
Positions in Å, forces in eV/Å.